(1)
The following is a DFT calculation (the ωB97M-V functional and the def2-TZVPD basis) of C8H20AsF6N4O4Tl as an isolated structure.

Geometry (Å):
1 Tl -1.3636 -2.4235 -1.6330
2 As -4.6148 4.0053 -3.1928
3 F -5.8524 3.8672 -1.8760
4 F -5.6899 3.2886 -4.3942
5 F -3.2777 4.0607 -4.4689
6 F -3.5972 4.7978 -1.9049
7 F -3.9664 2.4197 -2.6935
8 F -5.1562 5.5978 -3.7297
9 O -5.2819 -1.1495 2.2460
10 C -5.9353 -0.6571 3.1803
11 N -6.4201 0.5610 3.0289
12 C -5.8736 -1.3533 4.5272
13 H -6.7066 1.0467 3.8668
14 H -6.2529 1.0211 2.1454
15 H -6.8436 -1.1642 4.9871
16 H -5.0788 -0.9757 5.1706
17 H -5.6314 -2.4117 4.4314
18 O -0.3919 1.4995 2.3418
19 C -0.2207 2.2509 3.2774
20 N -1.0029 3.2774 3.5639
21 C 0.8584 1.8955 4.3677
22 H -1.6095 3.6265 2.8358
23 H -1.0345 3.7469 4.4575
24 H 0.5107 0.9871 4.8596
25 H 0.9082 2.5900 5.2064
26 H 1.7896 1.7034 3.8348
27 O 3.1358 -2.7875 -4.9481
28 C 3.8293 -3.0317 -5.9210
29 N 3.3651 -3.8815 -6.7679
30 C 5.1892 -2.5356 -6.0847
31 H 2.4223 -4.1797 -6.5623
32 H 4.0308 -4.3927 -7.3297
33 H 5.8455 -3.3789 -6.2998
34 H 5.5607 -2.0217 -5.1981
35 H 5.1824 -1.8890 -6.9622
36 O 3.7974 -1.6865 0.6594
37 C 4.8461 -1.6509 1.2125
38 N 5.1333 -2.5509 2.1616
39 C 5.9868 -0.7364 0.8336
40 H 6.0883 -2.6161 2.4838
41 H 4.5362 -3.3654 2.1721
42 H 6.6931 -0.4674 1.6189
43 H 5.5775 0.2230 0.5171
44 H 6.5156 -1.1591 -0.0207

Values from the calculation:
net charge	+2
relative energy (zero: lowest compared OMol25 entry of this formula, charge and spin)	119.9	kcal/mol
frontier orbital gap	1.40	eV

Results of the natural (NBO) charge analysis, in e, for atoms 1 through 6: number 1, Tl, carries 0.999; number 2, As, carries 2.777; number 3, F, carries -0.553; number 4, F, carries -0.569; number 5, F, carries -0.537; number 6, F, carries -0.553

---

(2)
The following is a DFT calculation (the ωB97M-V functional and the def2-TZVPD basis) of an isolated ion of composition C4H9N2O2 and charge +1.

Geometry (Å):
1 C 0.7885 0.3628 1.0255
2 C 1.7380 0.6361 -0.0569
3 C -0.9974 -1.1677 0.4358
4 C -1.2933 1.1837 -0.0317
5 N -0.5403 0.0776 0.4244
6 N -0.5469 -2.2249 1.0567
7 O 0.9516 0.5213 2.2000
8 O 1.3921 -0.0591 -1.2774
9 H 1.5703 1.7668 -0.1805
10 H 2.6956 0.3516 0.3085
11 H -1.8947 -1.1097 0.0125
12 H -2.1885 0.9537 -0.4644
13 H -1.4434 1.9115 0.7798
14 H -0.6758 1.7171 -0.7943
15 H 0.4087 -1.9918 1.3942
16 H 2.2488 -0.1888 -1.8295
17 H -0.9099 -3.1849 1.1826

Values from the calculation:
net charge	+1
relative energy (zero: lowest compared OMol25 entry of this formula, charge and spin)	37.2	kcal/mol
multiplicity	3
frontier orbital gap (spin up / spin down)	6.19 / 7.04	eV
expectation value of S²	2.007

Results of the natural (NBO) charge analysis, in e, for atoms 1 through 6: number 1, C, carries 0.647; number 2, C, carries -0.195; number 3, C, carries -0.086; number 4, C, carries -0.445; number 5, N, carries -0.077; number 6, N, carries -0.537

---

(3)
The following is a DFT calculation (the ωB97M-V functional and the def2-TZVPD basis) of a 6-piece molecular cluster, C16H46N2O6 overall.

Geometry (Å):
1 C -2.2001 -1.1803 1.4481
2 O -2.7335 -2.4721 1.1316
3 C -1.7923 -3.5898 1.3230
4 C -0.4682 -3.5476 0.5700
5 C -0.5806 -3.4250 -0.9433
6 N 0.2839 -4.6963 0.9529
7 H -1.8985 -0.5870 0.5440
8 H -1.2553 -1.2855 1.9924
9 H -2.9255 -0.5441 1.9639
10 H -1.6115 -3.5935 2.4503
11 H -2.3500 -4.4859 1.0121
12 H 0.1722 -2.7005 0.9473
13 H -1.2725 -2.5939 -1.1794
14 H -0.9211 -4.2703 -1.4732
15 H 0.4019 -3.1590 -1.3914
16 H -0.3103 -5.5130 0.7913
17 H 1.1767 -4.7969 0.4896
18 C 0.9207 2.5589 2.2141
19 O 1.2234 3.1199 0.9443
20 C 2.5085 3.0730 0.5437
21 C 2.7856 4.2215 -0.4540
22 C 4.1927 4.1900 -0.9362
23 N 2.4984 5.5145 0.1982
24 H 1.1969 1.4953 2.3141
25 H -0.1204 2.5507 2.2743
26 H 1.4734 3.1489 2.9471
27 H 3.1593 3.2109 1.3477
28 H 2.7450 2.1103 0.0533
29 H 2.1221 4.0168 -1.2730
30 H 4.5351 3.1330 -1.2752
31 H 4.9214 4.5398 -0.2611
32 H 4.1583 4.7402 -1.8472
33 H 3.1684 5.7784 0.9791
34 H 1.6232 5.4735 0.6888
35 C -5.2538 -4.2115 -0.1831
36 C -5.6035 -2.8017 -0.5544
37 C -6.0171 -1.9658 0.6422
38 O -4.5725 -2.0887 -1.3083
39 H -5.1302 -4.7824 -1.0744
40 H -6.1182 -4.5891 0.3656
41 H -4.3385 -4.3533 0.4581
42 H -6.4455 -2.7861 -1.2981
43 H -6.1062 -0.8999 0.4626
44 H -5.1989 -2.1305 1.3650
45 H -6.9345 -2.3364 1.0996
46 H -3.8556 -2.0736 -0.7042
47 C 4.1325 -1.9107 -1.3777
48 C 4.4339 -0.9247 -0.1882
49 C 4.5518 0.4581 -0.7452
50 O 3.3118 -0.9724 0.7753
51 H 4.1307 -2.9563 -0.9723
52 H 4.7817 -1.7847 -2.2897
53 H 3.1800 -1.6440 -1.7454
54 H 5.2377 -1.3400 0.4182
55 H 3.6552 0.7097 -1.2883
56 H 5.4162 0.5054 -1.4845
57 H 4.8898 1.1951 0.0205
58 H 2.4997 -0.6812 0.4339
59 C 0.0423 0.5956 -1.6883
60 O 1.1770 1.1194 -1.0407
61 H -0.8773 1.0272 -1.2050
62 H 0.0095 0.9592 -2.7611
63 H -0.0527 -0.5146 -1.5594
64 H 1.0259 1.9815 -0.6805
65 C -1.9925 5.0659 -0.2683
66 O -1.6626 3.9515 0.5169
67 H -2.3284 4.7130 -1.2843
68 H -2.8707 5.5652 0.2031
69 H -1.1432 5.7647 -0.3409
70 H -0.8010 3.7014 0.1942

Values from the calculation:
relative energy (zero: lowest compared OMol25 entry of this formula, charge and spin)	30.9	kcal/mol
SMILES	COC[C@H](C)N.COC[C@H](C)N.CC(C)O.CC(C)O.CO.CO
frontier orbital gap	9.99	eV

Results of the natural (NBO) charge analysis, in e, for atoms 1 through 6: number 1, C, carries -0.265; number 2, O, carries -0.581; number 3, C, carries -0.059; number 4, C, carries -0.092; number 5, C, carries -0.630; number 6, N, carries -0.831

---

(4)
The following is a DFT calculation (the ωB97M-V functional and the def2-TZVPD basis) of C26H32ClO4Os as an isolated structure.

Geometry (Å):
1 O -0.8394 0.0493 -2.3556
2 C 0.4691 0.4758 -2.7829
3 C -0.0079 1.7548 -3.4678
4 H 0.8792 -0.2404 -3.4934
5 H 1.1209 0.5715 -1.9028
6 C -1.3257 1.4109 -2.6647
7 H -0.2612 1.7917 -4.5376
8 H 0.5859 2.6312 -3.1829
9 C -2.6513 1.2075 -3.3636
10 H -2.6785 0.2347 -3.8672
11 H -2.8421 2.0136 -4.0743
12 H -3.4365 1.1788 -2.6005
13 C -1.2996 2.5496 -1.6518
14 H -0.2851 2.8489 -1.3578
15 H -1.9085 2.4357 -0.7598
16 H -1.6907 3.4279 -2.1777
17 Os 0.0366 0.6713 2.3271
18 C 0.7988 2.5001 3.2081
19 C 1.8275 1.5395 3.1919
20 C 2.0500 1.1514 1.8325
21 H 2.3353 1.1308 4.0635
22 C 1.1799 1.9324 1.0100
23 C 0.3755 2.7228 1.8747
24 H -0.4048 3.4003 1.5274
25 H 0.4127 3.0125 4.0854
26 H 2.6859 0.3326 1.4990
27 H 1.1136 1.8697 -0.0728
28 C -1.6425 0.0679 3.5976
29 C -1.8880 1.2942 2.9039
30 C -1.9263 0.9990 1.5046
31 H -2.0208 2.2606 3.3518
32 C -1.6913 -0.3941 1.3291
33 C -1.5750 -0.9760 2.6235
34 H -1.4348 -2.0267 2.8288
35 H -1.5190 -0.0296 4.6620
36 H -2.0909 1.7000 0.7112
37 H -1.6251 -0.9087 0.3766
38 O 0.2961 -0.8503 -4.8946
39 C -0.1643 -0.0254 -6.0067
40 C 0.2684 -0.6771 -7.3159
41 H 0.3416 0.9663 -5.9960
42 H -1.2546 0.1112 -5.8677
43 C 1.3192 -1.7391 -6.8834
44 H 0.7253 0.1269 -7.8964
45 H -0.5757 -1.1077 -7.8562
46 C 1.1612 -1.9027 -5.3676
47 H 2.3183 -1.3688 -7.1438
48 H 1.1372 -2.7017 -7.3594
49 H 2.1068 -1.8779 -4.8013
50 H 0.6262 -2.8214 -5.1071
51 Cl 0.1632 -2.5786 9.1039
52 C 0.4750 -2.4408 7.4245
53 C 0.6378 -3.6018 6.6542
54 C 0.9288 -3.4828 5.2924
55 C 1.0923 -2.2263 4.6940
56 C 0.9547 -1.0723 5.4826
57 C 0.5858 -1.1703 6.8315
58 C 1.5125 -2.2580 3.2199
59 O 2.2329 -3.2159 2.9186
60 O 1.0812 -1.3565 2.3918
61 H 0.5486 -4.5865 7.1088
62 H 1.0781 -4.3738 4.6921
63 H 1.1663 -0.0866 5.0617
64 H 0.4113 -0.2733 7.4245

Values from the calculation:
net charge	+1
relative energy (zero: lowest compared OMol25 entry of this formula, charge and spin)	71.1	kcal/mol
multiplicity	5
frontier orbital gap (spin up / spin down)	4.82 / 3.45	eV
expectation value of S²	6.024

Results of the natural (NBO) charge analysis, in e, for atoms 1 through 6: number 1, O, carries -0.557; number 2, C, carries -0.088; number 3, C, carries -0.463; number 4, H, carries 0.249; number 5, H, carries 0.139; number 6, C, carries 0.268

---

(5)
The following is a DFT calculation (the ωB97M-V functional and the def2-TZVPD basis) of C50H57N5O2P2ReSSe2 as an isolated structure.

Geometry (Å):
1 Re -0.5735 0.3484 0.1735
2 O -0.8818 -1.7130 0.7942
3 P -0.5362 -2.4780 2.0828
4 C 1.2577 -2.3725 2.4022
5 P 1.8606 -0.6439 2.5252
6 O 1.2119 0.1857 1.4374
7 C 3.6394 -0.7426 2.3063
8 C 4.2871 -0.0124 1.3160
9 C 5.6628 -0.1298 1.1824
10 C 6.3773 -0.9497 2.0452
11 C 5.7281 -1.6719 3.0397
12 C 4.3575 -1.5543 3.1861
13 C 1.5795 0.0347 4.1705
14 C 1.4848 -0.7491 5.3175
15 C 1.4199 -0.1415 6.5615
16 C 1.4860 1.2408 6.6688
17 C 1.5967 2.0244 5.5270
18 C 1.6411 1.4250 4.2790
19 C -0.9284 -4.2110 1.8558
20 C -0.1905 -4.9511 0.9313
21 C -0.4578 -6.2967 0.7598
22 C -1.4669 -6.9018 1.4991
23 C -2.2141 -6.1620 2.4042
24 C -1.9549 -4.8128 2.5822
25 C -1.4551 -1.7837 3.4616
26 C -2.3486 -0.7399 3.2365
27 C -3.1311 -0.2627 4.2757
28 C -3.0292 -0.8360 5.5367
29 C -2.1280 -1.8675 5.7679
30 C -1.3437 -2.3478 4.7328
31 H 1.7614 -2.8031 1.5312
32 H 1.5396 -2.9590 3.2769
33 H 3.7235 0.6342 0.6557
34 H 6.1802 0.4196 0.4083
35 H 7.4540 -1.0071 1.9607
36 H 6.2908 -2.3114 3.7050
37 H 3.8536 -2.0842 3.9863
38 H 1.4724 -1.8297 5.2575
39 H 1.3342 -0.7460 7.4540
40 H 1.4873 1.7051 7.6453
41 H 1.6723 3.1000 5.6151
42 H 1.7650 2.0295 3.3881
43 H 0.6024 -4.4830 0.3589
44 H 0.1319 -6.8827 0.0689
45 H -1.6641 -7.9571 1.3703
46 H -2.9974 -6.6394 2.9768
47 H -2.5294 -4.2383 3.2974
48 H -2.4426 -0.3160 2.2405
49 H -3.8450 0.5339 4.1049
50 H -3.6668 -0.4874 6.3377
51 H -2.0520 -2.3083 6.7523
52 H -0.6628 -3.1729 4.9059
53 S 0.7341 1.4290 -1.4827
54 C -0.1982 2.2123 -2.7377
55 N 0.2593 2.1075 -4.0040
56 C -0.3437 2.6885 -5.0558
57 C -1.4771 3.4430 -4.8743
58 C -1.9607 3.6110 -3.5774
59 C -1.3295 2.9872 -2.5134
60 H 1.1171 1.5872 -4.1667
61 H 0.1033 2.5361 -6.0282
62 H -1.9667 3.9008 -5.7212
63 H -2.8215 4.2419 -3.4024
64 H -1.6736 3.1120 -1.4972
65 C -4.1313 2.6098 0.3351
66 N -3.7957 2.8692 1.7183
67 C -4.6940 3.3423 2.6360
68 C -4.0189 3.5252 3.7989
69 N -2.7239 3.1525 3.5835
70 C -1.6695 3.2253 4.5828
71 C -2.5899 2.7471 2.3073
72 Se -0.8674 2.3133 1.5960
73 H -4.5811 3.4998 -0.1026
74 H -4.8449 1.7895 0.2603
75 H -3.2278 2.3540 -0.2062
76 H -5.7247 3.5325 2.3927
77 H -4.3772 3.8987 4.7420
78 H -2.1167 3.4602 5.5448
79 H -0.9603 4.0123 4.3262
80 H -1.1434 2.2744 4.6553
81 C -3.0983 -2.4318 -5.5055
82 C -1.5786 -2.2944 -5.5183
83 C -1.0043 -1.4885 -4.3457
84 C -0.7347 -2.3022 -3.0759
85 N -1.9274 -2.7224 -2.3504
86 C -2.6246 -1.9701 -1.4889
87 Se -2.4276 -0.0825 -1.3116
88 N -3.6042 -2.6931 -0.9352
89 C -4.5910 -2.2301 0.0300
90 C -5.9884 -2.0142 -0.5586
91 C -6.1120 -0.8805 -1.5818
92 C -5.6222 -1.2235 -2.9915
93 C -3.5382 -3.9793 -1.4471
94 C -4.3140 -5.1092 -1.2084
95 C -4.0042 -6.2392 -1.9356
96 C -2.9517 -6.2508 -2.8626
97 C -2.1637 -5.1410 -3.0861
98 C -2.4744 -3.9977 -2.3563
99 H -3.4252 -2.9653 -6.3960
100 H -3.5757 -1.4508 -5.5111
101 H -3.4560 -2.9899 -4.6388
102 H -1.2911 -1.7926 -6.4436
103 H -1.1108 -3.2820 -5.5492
104 H -1.6695 -0.6495 -4.1112
105 H -0.0345 -1.0804 -4.6434
106 H -0.1224 -1.7101 -2.3885
107 H -0.1792 -3.2038 -3.3328
108 H -4.2125 -1.2953 0.4486
109 H -4.6411 -2.9735 0.8282
110 H -6.6427 -1.8028 0.2893
111 H -6.3439 -2.9426 -1.0099
112 H -5.5801 0.0070 -1.2177
113 H -7.1686 -0.6208 -1.6488
114 H -4.5358 -1.1669 -3.0777
115 H -6.0393 -0.5177 -3.7074
116 H -5.9427 -2.2233 -3.2840
117 H -5.1403 -5.0982 -0.5117
118 H -4.5899 -7.1375 -1.7985
119 H -2.7628 -7.1527 -3.4279
120 H -1.3668 -5.1597 -3.8165

Values from the calculation:
net charge	+4
multiplicity	2
frontier orbital gap (spin up / spin down)	5.36 / 5.71	eV
expectation value of S²	0.767

Results of the Mulliken charge analysis, in e, for atoms 1 through 6: number 1, Re, carries 2.990; number 2, O, carries -0.480; number 3, P, carries 0.631; number 4, C, carries -1.100; number 5, P, carries 0.007; number 6, O, carries -0.730

---

(6)
The following is a DFT calculation (the ωB97M-V functional and the def2-TZVPD basis) of a 2-piece molecular cluster, C3H4OS overall.

Geometry (Å):
1 C 1.6567 0.6972 0.2850
2 C -2.0358 0.2914 -0.0998
3 C -1.8586 -0.9294 0.2501
4 O -2.2167 1.3497 -0.5155
5 S 3.1288 0.3360 -0.4402
6 H 1.9965 1.2433 1.1581
7 H 2.7147 -0.2015 -1.6810
8 H -2.4055 -1.3971 1.0425
9 H -0.9800 -1.3896 0.0009

Values from the calculation:
relative energy (zero: lowest compared OMol25 entry of this formula, charge and spin)	90.1	kcal/mol
frontier orbital gap	8.62	eV

Results of the natural (NBO) charge analysis, in e, for atoms 1 through 6: number 1, C, carries -0.414; number 2, C, carries 0.740; number 3, C, carries -0.800; number 4, O, carries -0.456; number 5, S, carries 0.176; number 6, H, carries 0.129